[1]
21
Properties=species:S:1:pos:R:3:forces:R:3:nbo_charge:R:1 method="wB97M-V/def2-TZVPD" fmax_ev_per_a=3.9 mol_weight_g_mol=167.16 de_lowest_kj_mol=228.5 spin_multiplicity=1 homo_lumo_gap_ha=0.32779 e_homo_ev=-9.102 smiles="C/N=C1/C=CC=C[C@@H]1O.O=C=O"
C -1.634 -1.981 0.300 0.1 1.6 -1.1 -0.436
H 0.533 -1.119 1.308 1.0 1.5 -2.4 0.196
H -2.494 -2.064 0.865 -1.7 -1.2 1.4 0.202
H 2.527 0.448 1.346 -0.7 -0.1 -1.0 0.223
H 1.920 -0.625 -1.232 -0.9 -1.4 0.9 0.478
H 0.298 3.186 -1.136 0.0 0.5 0.1 0.218
C 0.757 -0.458 0.307 -0.4 -1.9 1.9 -0.008
C -0.578 0.007 -0.196 -0.6 1.0 0.8 0.221
C -0.662 1.365 -0.738 1.6 -0.7 0.5 -0.207
C -3.717 0.682 0.075 -0.4 0.4 0.0 1.048
C 0.316 2.262 -0.591 0.3 -0.9 -0.2 -0.205
H -1.676 -2.537 -0.608 -0.1 -0.9 -0.4 0.219
C 1.694 0.642 0.625 0.7 -0.1 1.8 -0.204
O -3.892 0.518 -1.046 -0.7 -0.1 -1.6 -0.528
H -1.492 1.336 -1.355 -1.6 1.3 -1.3 0.226
O 1.393 -1.277 -0.672 0.9 0.7 -1.0 -0.702
C 1.514 1.874 0.195 -3.1 -1.5 -1.2 -0.205
H -0.733 -2.142 0.823 0.7 -1.0 0.7 0.178
N -1.700 -0.604 -0.128 2.0 -0.2 -0.3 -0.382
H 2.142 2.585 0.501 2.5 2.8 0.9 0.204
O -3.665 0.944 1.195 0.2 0.1 1.3 -0.535

=====

[2]
68
Properties=species:S:1:pos:R:3:forces:R:3:nbo_charge:R:1 method="wB97M-V/def2-TZVPD" fmax_ev_per_a=0.8 mol_weight_g_mol=920.60 de_lowest_kj_mol=202.9 spin_multiplicity=2 homo_lumo_gap_ha="0.23935 / 0.23708" s_squared=0.757 e_homo_ev="-9.250 / -9.339"
C -3.213 -5.195 1.017 0.0 0.0 0.0 -1.101
H -0.532 -0.905 -0.546 -0.2 0.1 0.0 0.202
H -0.316 2.521 3.409 0.0 0.0 0.0 0.205
C 0.958 3.341 1.850 0.1 -0.1 -0.1 -0.361
H -0.562 5.058 -2.406 0.0 0.0 0.0 0.226
F 1.431 0.200 -1.699 0.0 -0.2 0.0 -0.719
Pt 1.534 -1.974 0.103 0.7 0.4 -0.1 1.126
H -1.504 -8.026 1.308 0.0 0.0 0.0 0.234
C -1.358 0.791 0.557 0.1 0.1 0.0 -0.388
H -3.678 -4.422 0.403 0.0 0.0 0.0 0.236
H 2.318 3.668 -1.688 0.0 0.0 0.0 0.207
H -2.185 -0.537 1.995 0.0 0.0 0.0 0.223
H -2.493 2.494 1.316 0.0 0.0 0.0 0.210
C -1.292 0.089 1.907 0.1 0.1 0.0 -0.641
H -0.754 3.074 -3.656 0.0 0.0 0.0 0.226
C 1.591 3.219 -2.368 0.1 -0.1 -0.1 -0.651
H -0.994 -6.672 -1.990 0.0 0.0 0.0 0.246
H -1.196 4.609 -0.828 0.0 0.0 0.0 0.209
H 0.102 -7.456 0.840 0.0 0.0 0.0 0.244
C -0.454 -4.377 0.185 0.0 0.1 0.0 -0.580
H 2.636 4.159 0.711 0.0 0.0 0.0 0.208
C -1.929 -6.379 -1.511 0.0 0.0 0.0 -1.103
H -3.018 -4.771 2.003 0.0 0.0 0.0 0.238
C 0.140 4.626 1.879 0.0 0.0 0.0 -0.642
C 2.441 3.648 1.657 0.0 0.0 0.0 -0.649
H 1.167 1.578 3.142 0.0 0.0 0.0 0.251
C -1.434 -0.268 -0.528 0.2 -0.2 -0.2 -0.619
H 0.411 5.316 1.084 0.0 0.0 0.0 0.216
F 2.923 -2.179 -1.823 -0.1 0.0 0.4 -0.677
C 0.189 3.173 -1.764 0.1 -0.1 0.2 -0.347
O 3.684 -1.981 1.815 0.1 0.1 0.0 -0.803
C -0.855 -7.149 1.263 0.0 0.0 0.0 -1.103
C -2.545 1.752 0.517 0.0 0.0 0.0 -0.643
H 1.236 3.141 3.951 0.0 0.0 0.0 0.222
H -3.464 1.176 0.668 0.0 0.0 0.0 0.228
H 2.771 4.313 2.462 0.0 0.0 0.0 0.221
O 3.069 -0.308 0.270 -0.3 -0.3 -0.1 -0.865
H -2.640 2.270 -0.437 0.0 0.0 0.0 0.212
F 3.661 0.113 -3.058 0.0 -0.1 -0.1 -0.658
H -1.808 2.526 -2.364 0.0 0.0 0.0 0.203
C -0.780 2.498 -2.725 0.0 0.0 0.1 -0.651
C -0.303 4.584 -1.455 0.0 0.0 0.0 -0.644
H 0.356 5.127 2.829 0.0 0.0 0.0 0.225
H -2.279 -0.930 -0.325 0.0 0.0 0.0 0.228
H -2.602 -7.239 -1.521 0.0 0.0 0.0 0.234
F 2.704 -2.059 -4.488 0.0 0.0 0.1 -0.656
H 0.471 5.195 -0.994 0.0 0.0 0.1 0.212
F 1.230 0.163 -4.303 0.0 0.0 0.0 -0.675
H 3.055 2.747 1.698 0.0 0.0 0.0 0.237
C 0.741 2.580 3.152 0.0 -0.1 0.0 -0.655
H -0.675 -6.806 2.283 0.0 0.0 0.0 0.241
H 1.563 3.835 -3.273 0.0 0.0 0.0 0.221
Cl 3.329 -0.592 1.705 -0.4 -0.1 0.7 2.515
F 0.567 -1.969 -2.706 0.1 0.1 -0.2 -0.675
H -0.501 1.478 -2.972 0.1 -0.1 0.0 0.245
H -3.930 -6.010 1.134 0.0 0.0 0.0 0.235
Sb 2.132 -0.962 -3.091 -0.5 0.1 -0.5 3.180
H -1.539 0.139 -1.531 0.0 0.0 -0.1 0.227
H -1.284 0.775 2.750 0.0 0.0 0.0 0.215
O 4.323 0.280 2.202 0.1 0.1 -0.1 -0.773
Sb 0.437 2.008 0.133 -0.1 0.1 0.1 1.856
H -0.427 -0.569 1.994 0.1 0.0 0.0 0.231
H -0.936 4.453 1.845 0.0 0.0 0.0 0.209
H 1.944 2.227 -2.651 0.0 0.1 0.0 0.250
Si -1.625 -5.795 0.234 0.0 0.0 0.1 1.597
O 2.049 -0.382 2.379 0.2 0.0 -0.1 -0.864
H -2.377 -5.587 -2.113 0.0 0.0 0.0 0.242
C 0.320 -3.442 0.162 0.0 -0.1 -0.2 -0.249

=====

[3]
50
Properties=species:S:1:pos:R:3:forces:R:3:nbo_charge:R:1 method="wB97M-V/def2-TZVPD" fmax_ev_per_a=1.7 mol_weight_g_mol=500.25 de_lowest_kj_mol=0.0 spin_multiplicity=1 charge=+1 homo_lumo_gap_ha=0.30166 e_homo_ev=-12.341
O 0.615 -0.736 -1.938 -0.1 -0.1 -0.1 -0.486
C -0.253 2.540 -0.436 0.0 0.4 -0.1 0.686
O -3.160 1.075 -2.831 -0.2 0.4 0.0 -0.987
H 0.457 -3.062 3.661 0.1 0.1 0.1 0.201
C -3.115 -0.744 2.270 0.1 0.0 0.1 -0.674
C 4.100 -1.526 0.078 0.4 0.2 -0.2 -0.613
C 0.045 -0.996 0.321 0.0 0.1 0.1 0.551
C -1.288 2.917 -1.473 0.2 -0.1 0.4 -0.720
I -4.665 -0.292 -0.439 -0.1 -0.1 0.0 0.251
H -3.761 0.126 2.201 -0.1 0.1 -0.1 0.260
H 2.419 -0.106 1.902 -0.1 -0.1 0.1 0.190
H 3.716 -2.209 -0.673 -0.2 -0.2 0.1 0.227
C 2.168 -0.077 0.843 0.2 0.1 -0.2 -0.068
N 1.302 -2.986 -2.630 0.1 -0.4 -0.3 -0.330
H 4.105 0.604 0.366 0.0 0.2 0.1 0.224
C -0.295 -1.308 2.685 0.2 -0.4 0.3 -0.247
N -0.839 -1.002 1.344 -0.3 0.2 -0.2 -0.283
H -4.082 0.870 -3.026 -0.1 0.2 -0.1 0.519
C -0.393 -0.756 -0.960 -0.5 -0.1 -0.1 0.244
H -2.251 2.552 -1.139 0.0 0.0 0.0 0.254
H -0.820 -0.736 3.436 0.0 0.2 0.0 0.245
H 3.200 0.070 -1.035 -0.1 0.1 -0.1 0.209
C 1.563 3.652 -1.797 0.1 0.0 0.1 -0.417
H -2.092 -3.734 3.266 0.0 -0.1 0.1 0.484
H 1.599 0.829 0.637 -0.2 -0.3 0.1 0.205
H -1.349 3.995 -1.619 0.1 0.0 -0.1 0.251
H -1.039 2.444 -2.422 -0.1 0.2 -0.1 0.210
H -2.633 -0.727 3.233 0.0 -0.1 0.1 0.251
C -2.166 -0.759 1.120 0.2 0.0 0.1 0.285
H 5.158 -1.398 -0.139 0.1 -0.1 0.0 0.227
C -1.725 -0.514 -1.273 0.7 0.5 0.5 -0.339
P -2.284 -0.263 -3.032 -0.8 -1.3 -0.6 1.411
H 2.027 4.578 -1.456 0.0 0.0 0.0 0.217
H -0.326 -3.395 2.122 0.2 0.0 -0.1 0.186
O 1.321 -1.250 0.554 0.1 0.1 0.2 -0.510
H 0.773 3.900 -2.498 0.0 0.0 0.0 0.218
C 0.962 -1.934 -2.334 0.0 0.5 0.3 0.514
H 4.035 -1.979 1.064 -0.1 -0.1 0.1 0.208
H 1.670 2.627 0.059 0.0 0.3 0.0 0.396
C -2.607 -0.532 -0.180 0.2 -0.1 -0.2 -0.183
H -0.345 0.770 -3.315 0.0 0.1 -0.2 0.500
O -0.991 0.259 -3.819 0.3 0.2 0.3 -0.959
H -3.742 -1.633 2.228 -0.1 0.0 0.0 0.259
H 2.320 3.063 -2.316 0.0 0.0 0.0 0.206
H 0.745 -1.019 2.720 0.0 0.2 -0.2 0.242
O -1.586 -3.065 3.732 -0.1 0.2 -0.2 -0.718
C -0.385 -2.790 3.027 -0.3 -0.2 0.1 -0.078
O -0.553 1.905 0.571 0.1 -0.1 0.1 -0.686
C 3.415 -0.159 0.008 0.2 -0.4 -0.1 -0.431
N 1.030 2.909 -0.667 -0.2 -0.2 0.0 -0.607

=====

[4]
53
Properties=species:S:1:pos:R:3:forces:R:3:nbo_charge:R:1 method="wB97M-V/def2-TZVPD" fmax_ev_per_a=5.5 mol_weight_g_mol=358.25 spin_multiplicity=1 homo_lumo_gap_ha=0.37775 e_homo_ev=-9.827 smiles="CCCC[C@]1(B(O)CC)COC(=O)O1.c1ccncc1.c1ccncc1"
C 0.252 0.819 -7.743 0.0 0.0 0.0 -0.261
O 4.251 0.592 1.634 4.3 3.3 1.0 -0.554
O 2.135 0.455 0.984 -0.5 0.2 0.3 -0.515
H 1.559 3.218 -5.109 0.0 0.0 0.0 0.194
H 1.195 -1.584 -1.603 -0.1 0.1 -0.1 0.214
C -0.209 0.853 -6.436 -0.1 0.0 0.2 0.034
C 1.204 2.546 -5.884 -0.1 0.0 0.2 0.034
N -4.014 -1.113 3.388 0.0 -0.2 0.1 -0.416
H -0.986 0.173 -6.104 0.0 0.0 -0.1 0.193
H -3.900 -4.953 3.849 0.0 0.0 0.0 0.216
H -0.348 -0.959 -2.170 0.0 0.3 0.1 0.235
B 0.103 -0.390 -0.049 -0.8 -0.4 -0.7 1.129
H 2.334 0.465 -1.719 0.0 0.1 -0.4 0.214
H -1.042 0.788 3.507 -0.1 0.1 -0.3 0.219
C -4.749 -3.097 4.520 0.0 0.0 0.0 -0.262
H 1.674 -2.600 1.836 0.1 0.5 0.3 0.194
N 0.249 1.695 -5.509 0.1 0.0 -0.2 -0.425
H -2.642 -1.355 1.886 0.0 0.0 0.0 0.204
H -0.380 1.546 2.041 0.0 -0.2 0.0 0.189
H 1.139 1.333 4.701 0.0 -0.1 -0.2 0.197
H 2.018 -2.302 0.183 -0.3 0.4 0.0 0.186
C -3.932 -3.878 3.720 0.0 -0.1 0.0 -0.172
C 0.763 1.869 3.823 -0.3 1.0 -0.4 -0.396
H -2.505 -3.837 2.106 0.0 0.0 0.0 0.216
H 1.630 1.721 -9.123 0.0 0.0 0.0 0.218
H 1.177 0.715 -3.129 0.2 -0.1 0.4 0.238
H 1.978 3.659 3.419 0.2 -0.2 0.2 0.205
H 0.872 1.407 -1.515 0.3 0.2 -0.4 0.186
O 3.329 -1.393 1.410 -1.2 0.6 0.5 -0.497
H 0.100 2.652 4.216 0.0 -0.3 0.1 0.198
C -3.233 -1.883 2.629 0.0 0.2 -0.1 0.022
C 1.299 0.547 -2.052 -0.9 -0.3 0.7 -0.585
H -5.380 -1.075 4.912 0.0 -0.1 0.0 0.193
C 1.976 -1.795 1.157 0.2 -1.9 -0.9 -0.090
C -3.156 -3.262 2.752 0.0 0.0 0.1 -0.256
C 1.885 2.631 3.060 -0.6 -0.5 0.3 -0.614
H 2.505 3.313 -7.413 0.0 0.0 0.0 0.222
C 3.331 -0.025 1.378 -3.1 -3.2 -1.0 0.974
C 0.465 -0.430 2.620 -0.6 0.6 -1.3 -0.414
C -0.126 0.971 2.933 0.7 -0.4 1.3 -0.395
H -0.156 0.112 -8.452 0.0 0.0 0.0 0.221
C 1.732 2.599 -7.165 0.0 0.0 0.0 -0.260
H 2.833 2.102 3.152 0.0 0.3 -0.3 0.219
H 1.576 2.706 2.014 0.4 -0.1 0.0 0.203
C 1.098 -0.546 1.216 0.5 -0.4 0.1 -0.133
H 1.192 -0.777 3.363 -0.2 0.2 0.1 0.212
C 0.515 -0.725 -1.542 0.8 -0.2 0.3 -0.808
H -1.135 1.069 0.096 -0.6 -0.2 0.2 0.508
H -5.370 -3.539 5.287 0.0 0.0 0.0 0.220
H -0.397 -1.124 2.583 0.6 0.0 0.2 0.222
C -4.754 -1.726 4.312 0.0 0.2 0.0 0.035
C 1.243 1.714 -8.112 0.0 0.0 -0.1 -0.166
O -1.199 0.101 0.137 0.9 0.4 0.0 -0.945

=====

[5]
46
Properties=species:S:1:pos:R:3:forces:R:3:nbo_charge:R:1 method="wB97M-V/def2-TZVPD" fmax_ev_per_a=2.6 mol_weight_g_mol=271.23 de_lowest_kj_mol=303.3 spin_multiplicity=1 charge=+1 homo_lumo_gap_ha=0.36205 e_homo_ev=-13.138
O 2.863 3.205 -1.492 -0.3 -0.2 -0.4 -0.950
O -3.242 0.739 0.311 1.9 1.0 -1.5 -0.910
H -1.154 4.067 2.776 -1.2 -0.9 0.4 0.485
O 0.524 -1.469 -3.834 0.0 -0.8 -0.5 -0.966
O -1.271 0.866 -4.099 -0.4 0.6 0.3 -0.946
O 0.678 1.962 -0.384 -1.0 0.5 -0.5 -1.029
H 1.433 -1.701 -4.048 0.4 0.3 0.3 0.481
H -0.243 -1.353 -1.390 0.6 0.3 -0.1 0.493
H -0.745 -3.221 1.877 -0.4 0.4 -0.5 0.509
O -2.766 -0.896 2.306 1.4 0.4 -0.1 -0.984
O -1.290 2.131 3.104 0.7 -0.7 0.4 -0.942
O -0.489 4.438 2.236 1.6 1.8 -1.0 -0.934
H 0.091 -2.044 -4.486 -0.4 0.2 0.3 0.485
H 3.206 -0.518 -2.324 -1.3 -0.4 0.7 0.465
O 2.147 -3.439 -0.882 -0.3 0.1 -0.4 -0.946
H -1.365 -2.256 0.851 0.3 -0.6 0.2 0.493
H -1.107 0.060 -3.611 0.3 -0.2 -0.2 0.467
H 3.527 3.156 -0.805 0.3 0.1 0.3 0.490
H 1.523 -3.173 0.681 0.0 -0.1 0.5 0.508
H 3.292 2.848 -2.280 0.0 0.0 0.1 0.491
O 3.737 -0.083 -2.956 1.6 0.8 -1.0 -0.944
H -3.364 -1.588 2.010 -0.2 -0.2 0.2 0.483
H -1.406 2.549 -0.828 0.6 0.8 0.3 0.552
O -1.601 -2.813 1.616 1.1 -0.9 0.1 -0.976
H 3.255 0.208 -3.734 -0.4 -0.2 0.3 0.480
O -0.674 -1.961 -0.785 -0.6 0.1 -0.7 -0.961
H -0.685 1.713 2.477 -0.3 0.0 -0.4 0.465
H -0.572 4.161 1.322 0.2 -0.1 0.4 0.447
H -2.488 1.650 0.173 -0.6 -0.2 0.6 0.511
H -0.623 2.311 3.787 -0.5 0.2 0.3 0.485
O 1.121 -3.313 1.569 -0.1 -0.1 -0.4 -0.997
H 1.157 -1.545 4.010 -0.2 0.0 0.2 0.457
H 0.761 1.175 0.151 1.0 0.0 -0.2 0.479
H -2.830 0.095 0.970 -1.3 -0.4 1.2 0.555
O 2.044 -1.674 3.672 0.1 0.2 -0.4 -0.950
H 1.269 -3.438 -1.291 0.2 0.0 -0.1 0.491
H 1.435 2.308 -0.893 0.6 -0.7 0.5 0.523
H -1.502 -2.107 -1.271 0.1 -0.3 0.3 0.486
H 2.727 -2.968 -1.489 0.1 -0.1 0.1 0.487
H -1.081 0.682 -5.021 0.1 -0.1 0.0 0.479
H 0.921 -4.256 1.587 0.4 -0.1 0.1 0.486
O -1.655 2.559 0.112 -1.0 -0.9 -0.2 -0.867
H -4.153 1.031 0.288 -0.4 -0.5 0.7 0.539
H 1.902 -2.058 2.792 0.0 -0.2 0.4 0.484
H -1.902 -1.485 2.413 -2.2 1.1 -0.2 0.516
H -1.916 3.407 0.489 -0.3 0.2 -0.4 0.529

=====

Please write out number 5 again, unchanged.
46
Properties=species:S:1:pos:R:3:forces:R:3:nbo_charge:R:1 method="wB97M-V/def2-TZVPD" fmax_ev_per_a=2.6 mol_weight_g_mol=271.23 de_lowest_kj_mol=303.3 spin_multiplicity=1 charge=+1 homo_lumo_gap_ha=0.36205 e_homo_ev=-13.138
O 2.863 3.205 -1.492 -0.3 -0.2 -0.4 -0.950
O -3.242 0.739 0.311 1.9 1.0 -1.5 -0.910
H -1.154 4.067 2.776 -1.2 -0.9 0.4 0.485
O 0.524 -1.469 -3.834 0.0 -0.8 -0.5 -0.966
O -1.271 0.866 -4.099 -0.4 0.6 0.3 -0.946
O 0.678 1.962 -0.384 -1.0 0.5 -0.5 -1.029
H 1.433 -1.701 -4.048 0.4 0.3 0.3 0.481
H -0.243 -1.353 -1.390 0.6 0.3 -0.1 0.493
H -0.745 -3.221 1.877 -0.4 0.4 -0.5 0.509
O -2.766 -0.896 2.306 1.4 0.4 -0.1 -0.984
O -1.290 2.131 3.104 0.7 -0.7 0.4 -0.942
O -0.489 4.438 2.236 1.6 1.8 -1.0 -0.934
H 0.091 -2.044 -4.486 -0.4 0.2 0.3 0.485
H 3.206 -0.518 -2.324 -1.3 -0.4 0.7 0.465
O 2.147 -3.439 -0.882 -0.3 0.1 -0.4 -0.946
H -1.365 -2.256 0.851 0.3 -0.6 0.2 0.493
H -1.107 0.060 -3.611 0.3 -0.2 -0.2 0.467
H 3.527 3.156 -0.805 0.3 0.1 0.3 0.490
H 1.523 -3.173 0.681 0.0 -0.1 0.5 0.508
H 3.292 2.848 -2.280 0.0 0.0 0.1 0.491
O 3.737 -0.083 -2.956 1.6 0.8 -1.0 -0.944
H -3.364 -1.588 2.010 -0.2 -0.2 0.2 0.483
H -1.406 2.549 -0.828 0.6 0.8 0.3 0.552
O -1.601 -2.813 1.616 1.1 -0.9 0.1 -0.976
H 3.255 0.208 -3.734 -0.4 -0.2 0.3 0.480
O -0.674 -1.961 -0.785 -0.6 0.1 -0.7 -0.961
H -0.685 1.713 2.477 -0.3 0.0 -0.4 0.465
H -0.572 4.161 1.322 0.2 -0.1 0.4 0.447
H -2.488 1.650 0.173 -0.6 -0.2 0.6 0.511
H -0.623 2.311 3.787 -0.5 0.2 0.3 0.485
O 1.121 -3.313 1.569 -0.1 -0.1 -0.4 -0.997
H 1.157 -1.545 4.010 -0.2 0.0 0.2 0.457
H 0.761 1.175 0.151 1.0 0.0 -0.2 0.479
H -2.830 0.095 0.970 -1.3 -0.4 1.2 0.555
O 2.044 -1.674 3.672 0.1 0.2 -0.4 -0.950
H 1.269 -3.438 -1.291 0.2 0.0 -0.1 0.491
H 1.435 2.308 -0.893 0.6 -0.7 0.5 0.523
H -1.502 -2.107 -1.271 0.1 -0.3 0.3 0.486
H 2.727 -2.968 -1.489 0.1 -0.1 0.1 0.487
H -1.081 0.682 -5.021 0.1 -0.1 0.0 0.479
H 0.921 -4.256 1.587 0.4 -0.1 0.1 0.486
O -1.655 2.559 0.112 -1.0 -0.9 -0.2 -0.867
H -4.153 1.031 0.288 -0.4 -0.5 0.7 0.539
H 1.902 -2.058 2.792 0.0 -0.2 0.4 0.484
H -1.902 -1.485 2.413 -2.2 1.1 -0.2 0.516
H -1.916 3.407 0.489 -0.3 0.2 -0.4 0.529